1.
The following is a quantum chemistry calculation of 10 unconnected molecules or ions with the total composition C66H62BF3N3O41P2S in a non-equilibrium geometry, from the Open Molecules 2025 dataset.

Output
- electronic energy (a.u.) = -7206.1681
- total charge = +1
- HOMO-LUMO gap (eV) = 5.7
- M (g mol⁻¹) = 1715.02

Element x y z (Å)
N 7.42936 -2.61547 -0.84409
C 7.09569 -1.13544 -0.81202
C 5.75775 -0.77019 0.09620
C 4.82490 -2.05299 0.48196
N 4.11356 -2.73917 -0.64906
C 4.01276 -2.11519 -1.89920
C 3.24417 -2.96535 -3.07839
C 1.74331 -2.59285 -3.56304
C 1.71094 -1.07987 -4.27474
O 0.41278 -0.37204 -4.01067
P 4.35337 -2.53168 -4.62001
O 5.99508 -3.02768 -4.28437
O 3.72411 -3.26234 -6.07004
C 3.54660 -4.44038 -2.34890
B 2.98057 -5.80779 -3.01802
N 1.86339 -6.71634 -2.57055
O 3.64151 -6.20522 -4.31549
C 3.34501 -4.04362 -0.77674
C 3.65567 -5.35299 0.11910
C 4.14584 -5.12748 1.65929
O 3.42912 -6.13819 2.50734
C 5.73338 -5.54694 1.73496
F 6.41466 -4.97535 2.93727
F 6.54363 -5.12709 0.56431
F 5.84805 -7.05259 1.78210
P 1.61977 -3.49732 -0.11572
S 0.11614 -4.51729 -0.77910
H 8.24893 -2.70887 -1.51448
H 6.67067 -3.18276 -1.30883
H 6.85593 -0.83639 -1.94301
H 8.03151 -0.45633 -0.51888
H 5.12392 0.12464 -0.36905
H 6.17401 -0.33235 1.12628
H 5.51162 -2.76746 1.14459
H 3.98630 -1.66230 1.23107
H 4.40164 -1.09080 -2.28581
H 1.36298 -3.37766 -4.37856
H 0.91399 -2.55733 -2.74238
H 1.86594 -1.26217 -5.42798
H 2.53637 -0.38609 -3.79342
H 0.62920 0.31459 -3.28600
H 6.56817 -3.00394 -5.11159
H 3.26745 -4.12789 -5.85535
H 4.72959 -4.53906 -2.50071
H 2.03959 -7.64525 -3.06066
H 1.88861 -6.95964 -1.55878
H 4.62380 -6.09304 -4.14179
H 4.39802 -6.14606 -0.37618
H 2.62131 -5.94552 0.21263
H 3.88420 -4.09100 2.13318
H 3.29792 -6.99094 1.99760
H 1.47386 -2.11479 -0.51450
H 1.69501 -3.53794 1.35119
C 2.29229 -2.84105 7.69947
C 2.12094 -2.62377 6.39404
C 2.42090 -3.68002 5.38806
O 2.23556 -3.45742 4.19680
C 2.94083 -4.96746 5.87467
C 3.11538 -5.18331 7.17989
C 2.78930 -4.13681 8.18718
O 2.94296 -4.37119 9.38117
O 3.60620 -6.38996 7.64390
O 1.65665 -1.40750 5.92795
H 2.07611 -2.08297 8.44171
H 3.17161 -5.72009 5.13169
H 3.63988 -6.29936 8.62122
H 1.61729 -1.50027 4.95116
C -4.11567 1.57792 -3.78914
C -5.34953 1.29512 -4.21144
C -5.60643 0.16888 -5.15124
O -6.75327 -0.07872 -5.50685
C -4.45185 -0.61001 -5.62546
C -3.21769 -0.32486 -5.20573
C -2.96447 0.78356 -4.24479
O -1.82117 1.00993 -3.86298
O -2.12779 -1.05107 -5.64950
O -6.43619 2.03898 -3.78957
H -3.91491 2.39223 -3.10438
H -4.65057 -1.41437 -6.32206
H -1.34948 -0.65329 -5.20172
H -7.21508 1.63736 -4.23264
C 2.88295 -11.37635 7.54013
C 2.71024 -10.13886 7.07160
C 1.39962 -9.44209 7.19166
O 1.27655 -8.29802 6.76862
C 0.28662 -10.17095 7.81983
C 0.45860 -11.40972 8.28516
C 1.77639 -12.09562 8.18979
O 1.90856 -13.22751 8.64313
O -0.58384 -12.10149 8.87421
O 3.74494 -9.45749 6.45740
H 3.83079 -11.89378 7.46153
H -0.66524 -9.65959 7.88462
H -0.20801 -12.97232 9.12898
H 3.37071 -8.58451 6.20811
C 4.59137 4.11265 6.98723
C 5.13438 3.43186 5.97610
C 4.55587 2.13961 5.51452
O 5.06556 1.54623 4.57052
C 3.37892 1.61792 6.22671
C 2.83816 2.29717 7.24005
C 3.40013 3.60247 7.68333
O 2.87009 4.21246 8.60589
O 1.73365 1.81137 7.91552
O 6.25565 3.90379 5.31873
H 5.00024 5.05424 7.33157
H 2.97929 0.66903 5.89259
H 1.53202 2.48313 8.60296
H 6.45357 3.23501 4.62747
C -8.06903 5.75168 -1.10100
C -7.40455 5.14110 -2.08404
C -6.39102 5.86608 -2.89940
O -5.78280 5.27337 -3.78358
C -6.16177 7.28971 -2.60730
C -6.82886 7.90098 -1.62649
C -7.82197 7.16883 -0.79354
O -8.40605 7.75310 0.11291
O -6.62029 9.23940 -1.34838
O -7.63331 3.81000 -2.38060
H -8.80676 5.23617 -0.49906
H -5.43545 7.80923 -3.21909
H -7.21855 9.44609 -0.59747
H -7.03071 3.60184 -3.12748
C 1.41427 4.46500 0.17788
C 2.64259 4.32567 0.68040
C 3.41524 3.06592 0.49684
O 4.54914 2.97427 0.95387
C 2.77180 1.96311 -0.23418
C 1.54214 2.10143 -0.73363
C 0.78078 3.37065 -0.57376
O -0.34043 3.47417 -1.05991
O 0.93041 1.06810 -1.41936
O 3.24351 5.34895 1.39028
H 0.84228 5.37592 0.30190
H 3.33749 1.04689 -0.34496
H 0.04924 1.41412 -1.68071
H 4.12692 5.00503 1.64636
C 6.36761 7.57642 1.79919
C 7.02813 8.73488 1.84821
C 7.31272 9.40887 3.14527
O 7.93832 10.46310 3.15999
C 6.81807 8.77211 4.37591
C 6.15457 7.61541 4.32639
C 5.89431 6.92800 3.03184
O 5.29776 5.85649 3.01988
O 5.68453 7.01286 5.47886
O 7.47378 9.35165 0.69360
H 6.15587 7.07450 0.86347
H 7.01622 9.28155 5.31023
H 5.24116 6.18899 5.18026
H 7.92236 10.17236 0.99274
C -7.18674 -0.52879 -11.78100
C -6.18462 -0.75271 -10.92875
C -6.43670 -0.96247 -9.47613
O -5.49735 -1.18498 -8.72040
C -7.82679 -0.88773 -9.00006
C -8.82841 -0.66036 -9.85194
C -8.57877 -0.47816 -11.30818
O -9.52174 -0.28895 -12.06921
O -10.13691 -0.58618 -9.41090
O -4.87339 -0.79907 -11.36539
H -7.01801 -0.37687 -12.83966
H -7.99415 -1.02425 -7.93936
H -10.67401 -0.41565 -10.21523
H -4.33700 -0.97558 -10.56201
C -11.78559 7.36952 -0.84154
C -12.96807 7.48173 -0.23337
C -14.24320 7.31917 -0.98520
O -15.31422 7.40909 -0.39542
C -14.16239 7.05759 -2.43076
C -12.97985 6.94886 -3.03937
C -11.70518 7.08401 -2.28234
O -10.63363 6.96073 -2.86607
O -12.89664 6.70580 -4.39812
O -13.05158 7.75259 1.12006
H -10.85099 7.48311 -0.30680
H -15.09674 6.95933 -2.96841
H -11.93585 6.66890 -4.59815
H -14.01226 7.78348 1.32112



2.
The following is a quantum chemistry calculation of a molecular structure, C66H62BrCaN5O5P2Si in a non-equilibrium geometry, from the Open Molecules 2025 dataset.

Output
- electronic energy (a.u.) = -7426.2838
- total charge = -2
- energy relative to the best compared isomer or geometry (same formula, charge and spin) (kJ/mol) = 0.0
- HOMO-LUMO gap (eV) = 4.5
- M (g mol⁻¹) = 1215.27

Element x y z (Å)
Ca -1.31956 -0.27895 0.14794
O -5.02230 -4.54051 -0.39341
C -4.48515 -4.65486 0.85792
C -5.13524 -5.48523 1.76357
C -4.60329 -5.66913 3.03066
C -3.42283 -5.03308 3.39417
C -2.79524 -4.19109 2.48607
C -3.32554 -3.97185 1.22412
C -2.66005 -3.00601 0.25053
O -1.66889 -2.27475 0.78082
N -2.23743 -3.87992 -0.93733
N -0.93830 -3.60821 -1.42589
C -0.77228 -3.27477 -2.80400
C 0.17546 -2.40717 -3.25425
Br 1.11104 -1.41199 -1.86963
C 0.67478 -2.08008 -4.52570
C 0.17883 -2.51287 -5.78806
C -1.10423 -3.06846 -6.01783
C -1.51580 -3.44804 -7.28690
C -0.69621 -3.29359 -8.39684
C 0.56127 -2.71642 -8.20248
C 0.98237 -2.33754 -6.94722
H -4.38796 -4.08680 -0.97225
H -6.04380 -5.98513 1.45148
H -5.11047 -6.32173 3.73194
H -2.99974 -5.18304 4.37977
H -1.88298 -3.66498 2.73675
H -3.46004 -2.36097 -0.16247
H -2.23549 -4.84993 -0.63377
H -1.29098 -3.92222 -3.49671
H 1.57785 -1.48458 -4.54323
H -1.80545 -3.14080 -5.20052
H -2.51208 -3.86077 -7.41013
H -1.02447 -3.60060 -9.38233
H 1.22161 -2.56520 -9.05106
H 1.96430 -1.89188 -6.82293
C -0.77897 0.97732 -3.82253
C -2.14194 1.07918 -3.21209
C -3.19324 1.58880 -3.95608
C -4.46333 1.60099 -3.37774
C -4.64230 1.13760 -2.10301
C -3.52239 0.65112 -1.36121
N -2.28758 0.62259 -1.96243
N -3.56731 0.22588 -0.09762
Si -4.91369 0.15436 0.94957
C -5.62911 1.86118 1.30700
C -6.30495 -0.94392 0.27872
C -4.34744 -0.56705 2.57525
H -0.64934 1.72540 -4.60697
H -0.62776 -0.01272 -4.26065
H -0.00779 1.10487 -3.06517
H -3.02203 1.94349 -4.96331
H -5.31216 1.97877 -3.93959
H -5.61723 1.14637 -1.63537
H -5.89123 2.40351 0.39474
H -4.87807 2.44362 1.84732
H -6.52624 1.78858 1.92982
H -6.36159 -0.91498 -0.81171
H -7.27793 -0.63741 0.67526
H -6.14043 -1.98618 0.56614
H -3.64585 0.12628 3.04613
H -3.83837 -1.52082 2.41402
H -5.19119 -0.74084 3.25038
C 4.91019 3.96389 4.34696
C 4.96335 3.30746 2.95576
C 6.36708 3.49839 2.35309
C 4.66385 1.81969 3.09587
C 5.43124 1.02817 3.94844
C 5.13457 -0.31095 4.15244
C 4.02173 -0.85667 3.52827
C 3.23690 -0.10604 2.66483
P 1.62379 -0.77362 2.03405
C 0.62974 -0.62285 3.57040
C -0.64500 -1.19432 3.53553
C -1.50395 -1.07610 4.61515
C -1.11167 -0.36580 5.74228
C 0.14029 0.22733 5.77545
C 1.00830 0.09957 4.69678
C 2.10264 -2.55240 2.05833
C 3.00036 -2.94199 1.06405
C 3.49270 -4.23316 1.01698
C 3.07133 -5.16964 1.95098
C 2.15111 -4.80427 2.91895
C 1.67155 -3.50080 2.97724
C 3.61138 1.21349 2.42326
O 2.85689 1.88267 1.50326
C 3.02272 3.22117 1.30485
C 2.21282 3.78904 0.31108
C 2.24739 5.16703 0.16678
C 3.10032 5.95287 0.93408
C 3.96070 5.34486 1.83084
C 3.94358 3.96492 2.02972
P 1.24160 2.66244 -0.80521
C 0.03929 3.85823 -1.51149
C -1.26326 3.68108 -1.03968
C -2.29519 4.51315 -1.45103
C -2.04422 5.53060 -2.35818
C -0.75397 5.72370 -2.83428
C 0.27852 4.90070 -2.40842
C 2.56567 2.39462 -2.05576
C 3.60450 1.58366 -1.58672
C 4.67584 1.24859 -2.39679
C 4.71622 1.69066 -3.71214
C 3.67272 2.45911 -4.20294
C 2.60939 2.81373 -3.38141
H 5.62824 3.49937 5.02373
H 3.91426 3.85669 4.77822
H 5.14792 5.02660 4.28901
H 7.12749 3.04097 2.98853
H 6.59897 4.56003 2.24908
H 6.42063 3.03812 1.36568
H 6.27102 1.47317 4.46898
H 5.73997 -0.91518 4.81601
H 3.74582 -1.88634 3.72506
H -0.98045 -1.71931 2.64370
H -2.49303 -1.51307 4.55575
H -1.79148 -0.25169 6.57776
H 0.44477 0.80743 6.63875
H 1.97642 0.58231 4.74136
H 3.30286 -2.22566 0.30686
H 4.16991 -4.52184 0.22343
H 3.42901 -6.19022 1.89721
H 1.79198 -5.53699 3.63168
H 0.96118 -3.22760 3.74734
H 1.59989 5.64233 -0.55881
H 3.10973 7.02803 0.80702
H 4.66756 5.95059 2.38485
H -1.47457 2.86930 -0.35685
H -3.29646 4.34051 -1.07724
H -2.85112 6.16675 -2.70128
H -0.54665 6.52111 -3.53818
H 1.28260 5.10213 -2.76032
H 3.55438 1.18891 -0.57829
H 5.45863 0.60744 -2.01068
H 5.54044 1.41310 -4.35729
H 3.67111 2.77450 -5.23928
H 1.78558 3.36484 -3.81182
N 0.83099 -5.01285 -0.37189
C 0.01563 -4.34736 -0.85312
O -2.24484 2.06866 2.91280
C -1.09947 2.07252 2.46871
O -0.61440 1.35319 1.53330
H -0.36975 2.79433 2.90896



3.
The following is a quantum chemistry calculation of a molecular structure, C66H66BiGeN8STe in a non-equilibrium geometry, from the Open Molecules 2025 dataset.

Output
- <S²> = 0.77
- electronic energy (a.u.) = -5949.9777
- 2S+1 = 2
- total charge = +2
- HOMO-LUMO gap (spin up / spin down) (eV) = 7.0 / 5.0
- M (g mol⁻¹) = 1412.57

Element x y z (Å)
Bi 0.09584 -0.99608 -0.59075
N 2.08864 -4.75362 0.67049
C 1.98191 -3.54157 0.11149
S 0.78863 -3.42065 -1.18115
N 2.75292 -2.58822 0.52493
N 2.57461 -1.33058 0.02771
C 3.59551 -0.55698 0.22302
C 4.83103 -1.07992 0.86560
C 6.01100 -1.14466 0.13123
C 7.16611 -1.63857 0.71731
C 7.15535 -2.04256 2.04401
C 5.98313 -1.96320 2.78375
C 4.82074 -1.49592 2.19377
C 3.64844 0.87126 -0.14345
C 4.42796 1.72706 0.63694
C 4.51997 3.06366 0.29233
C 3.86067 3.50706 -0.84278
C 3.11455 2.58798 -1.55832
N 3.00001 1.30876 -1.21757
H 1.51676 -5.51070 0.33959
H 2.83970 -4.94219 1.31554
H 6.01791 -0.81207 -0.90047
H 8.07582 -1.70745 0.13607
H 8.06354 -2.40260 2.50803
H 5.97398 -2.27344 3.82021
H 3.90434 -1.43142 2.76834
H 4.95211 1.33964 1.49938
H 5.11819 3.74773 0.87947
H 3.93180 4.53500 -1.16976
H 2.58842 2.88247 -2.46256
C 0.54121 6.80053 -2.20466
C -0.85166 6.21283 -2.47223
C -1.21220 6.45408 -3.94076
C -1.89930 6.90628 -1.58260
C -0.88284 4.73477 -2.11981
C -1.52875 3.77915 -2.90160
C -1.51934 2.46137 -2.49092
N -0.92444 2.02474 -1.38145
C -0.33772 2.92509 -0.59802
C -0.30797 4.27500 -0.93923
C 0.23315 2.49382 0.70691
C 0.12317 3.39673 1.76144
C 0.58367 3.09559 3.03920
C 1.18648 1.85474 3.19096
C 1.26648 1.00701 2.10370
N 0.80203 1.27803 0.88365
C 0.43313 4.09446 4.17496
C -0.98851 4.67771 4.17202
C 1.46565 5.21180 3.94968
C 0.68191 3.45273 5.54233
H 0.58672 7.82094 -2.58372
H 1.30832 6.21529 -2.71612
H 0.77857 6.83968 -1.14126
H -1.14528 7.51886 -4.15981
H -2.23237 6.14095 -4.16420
H -0.52454 5.92674 -4.60500
H -1.91588 7.97527 -1.79729
H -1.67512 6.77167 -0.52296
H -2.89317 6.50007 -1.77768
H -2.01685 4.03407 -3.83051
H -2.02387 1.70135 -3.08396
H 0.19985 4.97054 -0.28699
H -0.37823 4.33659 1.58387
H 1.60153 1.54078 4.13758
H 1.73794 0.03605 2.21833
H -1.18263 5.29971 3.29827
H -1.13511 5.29971 5.05432
H -1.72436 3.87129 4.19824
H 1.32152 5.69763 2.98307
H 2.47873 4.80802 3.98590
H 1.37079 5.96656 4.73082
H -0.03066 2.64710 5.73110
H 0.55391 4.20594 6.31881
H 1.69557 3.06214 5.63685
C -3.95177 2.08580 1.01685
C -4.82123 1.95916 -0.05200
C -4.57581 0.98204 -1.00102
C -3.46790 0.15117 -0.85159
N -2.61850 0.30352 0.15979
C -2.85957 1.24018 1.06876
C -3.20103 -0.92915 -1.83324
C -4.25178 -1.35545 -2.64669
C -4.03984 -2.30152 -3.63031
C -2.77089 -2.82837 -3.78430
C -1.78434 -2.40269 -2.92066
N -1.97128 -1.48897 -1.95942
H -4.12414 2.82006 1.79084
H -5.68159 2.60872 -0.14043
H -5.23136 0.88058 -1.85328
H -2.15009 1.30097 1.88687
H -5.24299 -0.95156 -2.50739
H -4.85282 -2.62224 -4.26752
H -2.55616 -3.57165 -4.53905
H -0.79352 -2.83656 -2.97794
C 0.17855 -1.05119 -5.16950
Te 1.13716 -0.26207 -3.37143
C 2.54959 -1.83055 -3.74210
C 2.40364 -2.20431 -5.19249
C 3.39303 -2.93483 -5.84226
C 3.24748 -3.27550 -7.17654
C 2.10849 -2.89139 -7.87044
C 1.11525 -2.17308 -7.22586
C 1.25492 -1.82990 -5.88487
H -0.13585 -0.19279 -5.76484
H -0.69914 -1.67032 -4.98799
H 2.31439 -2.67439 -3.09504
H 3.55316 -1.48110 -3.50156
H 4.28330 -3.22984 -5.29987
H 4.02768 -3.82887 -7.68134
H 1.99980 -3.14081 -8.91726
H 0.22924 -1.86272 -7.76700
C 0.26602 -2.35668 2.86175
Ge -1.28216 -2.45334 1.58137
C -2.90280 -1.84222 2.54287
C -2.84694 -1.05333 3.68838
C -4.00695 -0.70000 4.36181
C -5.24134 -1.11771 3.88423
C -5.30901 -1.89963 2.73876
C -4.14675 -2.25636 2.07140
C -1.74628 -4.35491 1.14222
C -2.09172 -4.72323 -0.13094
C -2.33122 -6.06620 -0.47650
C -2.20770 -7.04208 0.46942
C -1.93515 -6.70379 1.81460
C -1.88295 -7.69644 2.82258
C -1.70286 -7.35696 4.13211
C -1.60470 -6.00166 4.50205
C -1.62382 -5.02270 3.54922
C -1.74630 -5.33890 2.17339
H 0.37806 -3.31563 3.36471
H 0.08128 -1.58766 3.61285
H 1.20321 -2.13258 2.35538
H -1.88954 -0.72348 4.07893
H -3.94710 -0.10615 5.26516
H -6.14732 -0.84425 4.40862
H -6.26866 -2.24195 2.37296
H -4.20462 -2.88180 1.18568
H -2.17375 -3.97512 -0.90165
H -2.60024 -6.31215 -1.49610
H -2.33729 -8.08583 0.21064
H -2.00785 -8.73305 2.53435
H -1.65385 -8.12443 4.89279
H -1.52142 -5.73956 5.54860
H -1.60143 -3.98219 3.84686